{"formula": "C3H7NO4", "method": "ωB97M-V/def2-TZVPD", "symbols": ["C", "C", "O", "C", "O", "O", "O", "N", "H", "H", "H", "H", "H", "H", "H"], "coordinates": [[1.71774, 0.62094, -0.28233], [0.51057, 0.34873, 0.57381], [0.57756, 0.32035, 1.81129], [-0.87989, 0.30336, -0.14643], [-1.11801, 1.52676, -0.79610], [-1.91792, 0.13429, 0.79833], [-0.79640, -0.78112, -1.06704], [-0.44421, -2.05315, -0.34182], [1.43846, 0.99080, -1.27097], [2.34001, 1.37704, 0.20066], [2.28176, -0.30814, -0.39894], [-2.08497, 1.60285, -0.72986], [-1.48018, 0.16082, 1.67070], [-0.63032, -1.93703, 0.65476], [0.48579, -2.30650, -0.67606]], "forces_ev_per_a": [[-0.2, 0.0, -0.2], [0.0, 1.4, 2.1], [-0.5, -0.3, -2.4], [0.2, -0.1, 0.9], [0.1, -1.5, -0.1], [1.0, -0.5, -0.4], [-0.2, -0.6, 1.1], [-1.0, 1.2, -1.4], [-0.1, -0.2, 0.1], [0.0, -0.3, 0.1], [0.1, 0.1, 0.0], [0.3, 0.3, -0.2], [-0.1, 0.1, -0.1], [0.5, 0.0, -0.4], [-0.2, 0.4, 0.7]], "lowdin_charge": [0.010, -0.321, 0.079, -0.596, 0.084, 0.054, -0.076, 0.091, 0.091, 0.097, 0.093, 0.124, 0.102, 0.083, 0.087], "e_above_lowest_kcal_mol": 81.3, "smiles": "CC(=O)C(O)(O)ON", "lumo_ev": 0.6, "total_charge": 0}

{"formula": "C5H9N", "method": "ωB97M-V/def2-TZVPD", "symbols": ["C", "N", "C", "C", "C", "C", "H", "H", "H", "H", "H", "H", "H", "H", "H"], "coordinates": [[-1.15400, -0.60936, 1.38150], [0.40465, 2.00363, -0.73279], [-0.40388, 0.97726, -0.33941], [0.06199, 0.15022, 0.82303], [0.51117, -1.94983, -0.81045], [0.56980, -0.57269, -0.39052], [-1.88554, 0.05359, 1.82804], [-0.81974, -1.33159, 2.13587], [-1.52689, -1.12409, 0.50464], [0.81483, 2.65345, -0.07822], [0.40320, 2.24044, -1.70726], [0.80800, 0.58586, 1.51241], [-0.17491, -2.21568, -1.60233], [1.21818, -2.62575, -0.33698], [1.03892, -0.36355, -1.35162]], "forces_ev_per_a": [[1.5, -0.2, 0.5], [-0.5, 0.1, 0.6], [0.2, -0.3, -1.2], [0.6, 1.3, 0.1], [0.3, 1.2, 2.4], [-0.2, -3.7, -1.9], [0.0, 0.2, -0.1], [-0.3, 0.0, -0.1], [-0.6, -0.2, 0.2], [0.5, -0.2, -0.1], [-0.4, 0.6, 0.1], [-0.3, -0.3, 0.0], [1.3, 0.1, -1.3], [-1.4, -0.9, 0.7], [-0.8, 2.3, 0.0]], "lowdin_charge": [-0.077, 0.004, -0.145, -0.359, 0.041, -0.209, 0.073, 0.078, 0.062, 0.087, 0.080, 0.132, 0.061, 0.052, 0.119], "e_above_lowest_kcal_mol": 172.6, "lumo_ev": -0.5, "total_charge": 0}

{"formula": "C5H9N3", "method": "ωB97M-V/def2-TZVPD", "symbols": ["C", "C", "C", "C", "C", "H", "H", "H", "H", "H", "H", "H", "H", "H", "N", "N", "N"], "coordinates": [[0.72766, -1.43184, 0.37464], [1.44800, -0.02756, -1.50054], [-0.92119, 0.71352, 0.20714], [-1.42883, 0.31675, 1.54063], [-0.73054, -0.73886, 0.39873], [1.40027, -1.27448, 1.46022], [0.46817, -2.68118, 0.33430], [2.17833, -0.16309, -2.40259], [-0.23382, 1.51646, -2.39544], [1.20526, 1.16453, 0.72406], [-1.58027, 1.28570, -0.51798], [-0.62656, 0.34749, 2.39979], [-2.61558, 0.73899, 1.70723], [-1.63840, -1.31082, 0.07762], [1.65387, -1.08816, -0.75006], [0.43332, 1.00489, -1.57805], [0.26032, 1.62766, -0.07969]], "forces_ev_per_a": [[-0.2, -1.7, 2.5], [0.3, -2.0, -2.9], [0.6, 3.0, -0.7], [1.0, 0.9, 1.1], [-2.3, 0.0, 0.2], [-2.2, -0.4, -3.0], [1.1, 3.7, 0.0], [-1.4, 1.2, 1.3], [3.3, -2.1, 3.1], [-3.2, 1.6, -3.7], [-0.3, -1.9, 1.0], [-2.1, 0.5, -1.4], [3.5, -2.3, -0.1], [1.5, 0.0, -0.4], [-2.2, 2.1, 0.5], [0.9, 1.3, 1.7], [1.7, -3.9, 0.7]], "lowdin_charge": [-0.219, -0.267, -0.516, -0.071, -0.200, 0.151, 0.153, 0.120, 0.212, 0.223, 0.137, 0.105, 0.163, 0.115, -0.029, -0.075, -0.004], "e_above_lowest_kcal_mol": 208.7, "lumo_ev": 0.8, "total_charge": 0}

{"formula": "C11H38N10NbO20S", "method": "ωB97M-V/def2-TZVPD", "symbols": ["C", "S", "O", "O", "Nb", "C", "N", "H", "H", "H", "H", "H", "H", "H", "H", "H", "H", "H", "C", "N", "O", "O", "H", "H", "H", "C", "N", "O", "O", "H", "H", "H", "C", "N", "O", "O", "H", "H", "H", "C", "N", "O", "O", "H", "H", "H", "C", "N", "O", "O", "H", "H", "H", "C", "N", "O", "O", "H", "H", "H", "C", "N", "O", "O", "H", "H", "H", "C", "N", "O", "O", "H", "H", "H", "C", "N", "O", "O", "H", "H", "H"], "coordinates": [[1.11162, -2.21992, 3.49386], [0.03462, -2.12274, 1.95435], [0.80567, -1.24904, 0.88946], [-0.20690, -3.49315, 1.27526], [-2.03429, -0.83933, 2.56539], [-3.14525, -2.66798, 3.34650], [-3.10964, -3.88101, 2.41219], [0.38348, -2.11322, 4.43361], [1.65286, -3.26315, 3.58682], [1.87331, -1.33373, 3.57074], [-1.47604, -0.53778, 4.29191], [-1.16803, 0.68380, 2.01118], [-2.64595, -1.15671, 0.86991], [-3.53784, 0.16517, 2.85222], [-4.29905, -2.37540, 3.42458], [-2.82706, -2.99069, 4.43217], [-3.05497, -3.52571, 1.41476], [-2.23299, -4.38275, 2.67896], [-1.05486, -6.18101, -0.22256], [-2.06526, -6.77945, 0.69100], [-2.22204, -6.24016, 1.79268], [-2.67259, -7.77352, 0.27637], [-0.60093, -5.31810, 0.26938], [-0.30389, -6.94607, -0.42972], [-1.57381, -5.87663, -1.13375], [2.63188, -0.13860, -1.79202], [2.78561, 1.26803, -2.25181], [1.79957, 2.00741, -2.15111], [3.89179, 1.59029, -2.70068], [1.61356, -0.28064, -1.42386], [2.82672, -0.78812, -2.64779], [3.35748, -0.30534, -0.99332], [1.37192, 4.76812, -3.08210], [0.30061, 5.78325, -3.27044], [0.16307, 6.63248, -2.38219], [-0.37187, 5.69905, -4.30466], [1.88002, 4.96226, -2.13509], [0.89620, 3.78540, -3.07018], [2.06667, 4.86311, -3.91906], [7.17853, -0.56024, -1.86779], [5.86413, -1.23313, -1.68553], [5.49661, -1.45251, -0.52540], [5.23836, -1.52195, -2.71215], [7.61523, -0.36614, -0.88580], [7.81513, -1.23213, -2.44702], [6.99863, 0.37515, -2.40156], [-5.25486, -7.29622, 2.74092], [-6.26526, -7.89465, 3.65449], [-6.42204, -7.35537, 4.75616], [-6.87259, -8.88873, 3.23985], [-4.80093, -6.43330, 3.23286], [-4.50389, -8.06128, 2.53376], [-5.77381, -6.99184, 1.82973], [-7.72380, -6.28846, -1.28638], [-6.92712, -5.48089, -0.32368], [-7.46885, -5.17895, 0.74612], [-5.78041, -5.17303, -0.66899], [-8.70707, -6.48510, -0.85371], [-7.81636, -5.70757, -2.20626], [-7.18455, -7.22214, -1.45863], [-1.52760, 2.30508, -3.11460], [-2.61898, 1.41926, -2.62687], [-2.98377, 0.50555, -3.37598], [-3.07854, 1.66604, -1.50578], [-1.22115, 1.97340, -4.10896], [-1.92116, 3.32288, -3.15180], [-0.69828, 2.22531, -2.40885], [1.90090, 8.63455, -0.34872], [3.24820, 8.28149, 0.17451], [3.63050, 7.11657, 0.01354], [3.88403, 9.18371, 0.73188], [1.45852, 7.74966, -0.81128], [1.29690, 8.97069, 0.49649], [2.03149, 9.43012, -1.08508], [6.78229, 9.96335, 0.84289], [7.94265, 10.12526, -0.07418], [7.75195, 10.75160, -1.12319], [9.01217, 9.61920, 0.28496], [5.91257, 10.45565, 0.40251], [6.60152, 8.89290, 0.95970], [7.04738, 10.42775, 1.79487]], "forces_ev_per_a": [[0.4, -0.6, 1.9], [3.4, -1.0, -5.1], [-1.5, -1.7, 3.2], [0.6, 2.2, 2.5], [-3.2, 0.0, -0.6], [-1.4, -0.5, 1.9], [1.0, 1.6, 0.5], [1.4, -0.3, -2.2], [-1.0, 2.1, -0.5], [-1.5, -1.7, -0.6], [0.3, 0.1, 0.2], [0.2, 0.3, 0.9], [0.0, 0.0, -0.4], [0.4, -0.1, -0.3], [2.3, -0.2, 0.1], [-0.8, 0.3, -2.0], [0.3, -0.8, 1.5], [-1.0, 0.7, -1.1], [0.3, 0.4, 0.0], [-0.4, 0.0, 0.8], [0.1, -1.7, -1.8], [0.5, 1.1, 0.7], [-0.2, -0.1, 0.0], [-0.3, 0.0, -0.1], [0.1, -0.2, 0.1], [-0.5, -0.2, 0.1], [0.1, 0.4, -0.2], [1.6, -0.7, -0.3], [-1.6, 0.0, 0.6], [0.3, 0.1, 0.1], [0.2, 0.2, 0.2], [-0.1, 0.0, -0.2], [0.1, 0.0, 0.2], [-0.5, 0.6, -0.2], [-0.1, -0.9, -1.3], [0.8, 0.3, 1.6], [-0.2, 0.0, -0.2], [0.2, 0.4, -0.1], [-0.2, -0.1, 0.1], [0.2, 0.2, 0.2], [-0.9, -0.5, 0.2], [0.3, 0.2, -1.7], [0.9, 0.3, 1.6], [-0.2, -0.1, -0.2], [-0.2, 0.2, 0.0], [0.0, -0.2, 0.0], [0.3, 0.3, 0.1], [-0.5, -0.1, 0.7], [0.0, -1.1, -1.5], [0.6, 1.2, 0.8], [-0.2, -0.2, -0.2], [-0.2, 0.1, -0.1], [0.1, -0.1, 0.2], [-0.3, -0.1, 0.0], [0.7, 0.7, 0.7], [0.9, -0.4, -1.4], [-1.7, -0.5, 0.6], [0.3, 0.1, 0.0], [0.2, -0.1, 0.1], [0.0, 0.2, 0.0], [0.2, 0.0, -0.2], [-0.9, -0.6, 0.7], [0.3, 1.1, 1.0], [0.6, -0.4, -1.9], [-0.2, 0.0, 0.3], [0.1, -0.2, 0.1], [-0.2, 0.0, 0.0], [-0.3, -0.2, -0.2], [0.7, -0.6, 0.2], [-0.3, 1.9, 0.4], [-0.7, -1.3, -0.6], [0.2, 0.2, 0.1], [0.2, 0.1, -0.2], [0.0, -0.1, 0.2], [-0.3, 0.1, 0.0], [0.8, 0.2, -0.6], [0.5, -0.9, 1.4], [-1.4, 0.8, -0.7], [0.4, -0.2, 0.1], [0.1, 0.2, 0.0], [0.0, -0.2, -0.1]], "lowdin_charge": [-0.273, 0.402, -0.574, -0.536, 1.052, -0.520, -0.125, 0.038, 0.069, 0.071, -0.163, -0.166, -0.136, -0.153, 0.046, 0.037, 0.039, 0.021, 0.047, -0.393, 0.030, 0.026, 0.055, 0.098, 0.105, 0.047, -0.391, 0.029, 0.043, 0.090, 0.097, 0.088, 0.040, -0.411, 0.034, 0.047, 0.100, 0.056, 0.110, 0.040, -0.414, 0.057, 0.042, 0.096, 0.099, 0.101, 0.035, -0.424, 0.048, 0.027, 0.093, 0.092, 0.081, 0.033, -0.429, 0.050, 0.055, 0.094, 0.099, 0.100, 0.025, -0.421, 0.042, 0.055, 0.099, 0.096, 0.080, 0.045, -0.409, 0.065, 0.027, 0.067, 0.106, 0.106, 0.024, -0.426, 0.046, 0.042, 0.078, 0.098, 0.103], "lumo_ev": 1.0, "total_charge": -1}

- Number 4 is which compound?
  C11H38N10NbO20S